No. 1
ORCA calculation (ωB97M-V with the def2-TZVPD basis set) on a molecular structure, C18H17N3O6SY.

Values from the calculation:
Energy above the lowest of the compared OMol25 structures with the same formula, charge and spin, kJ/mol: 2.49
Kohn-Sham gap, eV: 8.28
HOMO level, Eh: -0.452
E_tot, eV: -47575.302

Structure (ORCA input):
```
! wB97M-V def2-TZVPD RIJCOSX def2/J DEFGRID3
* xyz 1 1
Y -2.891 -0.255 1.751
O -3.707 -6.557 1.839
C -3.561 -5.233 1.867
C -3.724 -4.471 3.031
C -3.547 -3.112 2.934
N -3.232 -2.523 1.783
C -3.078 -3.243 0.669
C -3.226 -4.605 0.657
C -2.701 -2.386 -0.523
O -2.371 -2.845 -1.580
O -2.736 -1.090 -0.224
C -3.682 -2.121 4.082
O -3.961 -2.463 5.193
O -3.448 -0.885 3.660
H -3.939 -6.906 2.709
H -3.980 -4.911 3.986
H -3.090 -5.175 -0.251
C 2.077 -1.166 -1.819
C 1.602 0.109 -2.506
C 0.110 0.373 -2.329
N -0.344 0.302 -0.925
C 0.167 0.830 0.150
S -0.262 0.300 1.761
N 1.138 1.782 0.096
C 1.163 2.883 -0.806
O 0.223 3.105 -1.524
C 2.386 3.713 -0.727
C 2.314 5.008 -1.236
C 3.429 5.825 -1.193
C 4.617 5.348 -0.653
C 4.696 4.054 -0.159
C 3.581 3.233 -0.193
H 3.123 -1.360 -2.050
H 1.495 -2.029 -2.146
H 1.991 -1.097 -0.732
H 1.760 0.033 -3.583
H 2.199 0.961 -2.178
H -0.457 -0.414 -2.826
H -0.179 1.332 -2.751
H -1.121 -0.340 -0.771
H 1.628 1.923 0.968
H 1.381 5.357 -1.657
H 3.376 6.833 -1.580
H 5.489 5.989 -0.622
H 5.627 3.682 0.246
H 3.661 2.214 0.165
*
```

No. 2
ORCA calculation (ωB97M-V with the def2-TZVPD basis set) on 2 unconnected molecules or ions with the total composition C7H4Cl3N2.

Values from the calculation:
Energy above the lowest of the compared OMol25 structures with the same formula, charge and spin, kJ/mol: 208.68
Kohn-Sham gap (alpha / beta), eV: 6.71 / 6.66
HOMO level (alpha / beta), Eh: -0.507 / -0.507
E_tot, eV: -47858.424

Structure (ORCA input):
```
! wB97M-V def2-TZVPD RIJCOSX def2/J DEFGRID3
* xyz 1 1
C 1.964 1.065 -0.080
C 1.617 -1.377 0.141
C -0.103 0.135 0.212
C 2.488 -0.251 -0.072
C 0.539 1.306 0.057
C 0.241 -1.180 0.274
C -2.883 0.473 0.334
N -2.650 -0.819 -1.664
N -2.746 -0.230 -0.705
Cl 4.132 -0.562 -0.187
Cl -0.036 2.870 0.248
Cl -0.803 -2.564 0.262
H 2.445 2.011 -0.489
H 2.032 -2.347 0.258
H -3.252 -0.026 1.256
H -2.982 1.496 0.157
*
```

No. 3
ORCA calculation (ωB97M-V with the def2-TZVPD basis set) on 2 unconnected molecules or ions with the total composition C3HNO.

Values from the calculation:
Energy above the lowest of the compared OMol25 structures with the same formula, charge and spin, kJ/mol: 874.25
Kohn-Sham gap (alpha / beta), eV: 6.38 / 7.74
HOMO level (alpha / beta), Eh: -0.299 / -0.363
E_tot, eV: -6653.947

Structure (ORCA input):
```
! wB97M-V def2-TZVPD RIJCOSX def2/J DEFGRID3
* xyz 0 1
C 0.133 -0.459 0.362
C 0.036 -2.160 1.524
C 0.690 0.461 -0.465
N -0.682 0.584 0.053
O 1.431 1.117 -1.122
H -1.608 0.457 -0.353
*
```

No. 4
ORCA calculation (ωB97M-V with the def2-TZVPD basis set) on 2 unconnected molecules or ions with the total composition C6H17NO.

Values from the calculation:
Energy above the lowest of the compared OMol25 structures with the same formula, charge and spin, kJ/mol: 218.41
Kohn-Sham gap (alpha / beta), eV: 10.51 / 5.06
HOMO level (alpha / beta), Eh: -0.507 / -0.506
E_tot, eV: -10024.956

Structure (ORCA input):
```
! wB97M-V def2-TZVPD RIJCOSX def2/J DEFGRID3
* xyz 1 2
C -1.416 1.233 -2.314
C -1.277 0.996 -0.822
C -0.963 -0.458 -0.389
C 0.499 -0.739 -0.109
C 0.673 -1.847 0.897
C 1.171 -1.248 2.356
N 0.048 -1.189 3.204
H -0.521 1.619 -2.798
H -1.989 2.083 -2.717
H -1.933 0.414 -2.813
H -2.170 1.394 -0.338
H -0.450 1.628 -0.484
H -1.350 -1.166 -1.134
H -1.715 -0.612 0.390
H 1.205 -0.783 -0.946
H 0.888 0.220 0.285
H 1.456 -2.579 0.689
H -0.198 -2.499 0.907
H 1.947 -1.891 2.789
H 1.632 -0.308 2.082
H 0.156 -0.329 3.747
H 0.013 -1.999 3.821
H 1.398 1.925 -2.131
H 1.561 3.342 -2.465
O 1.335 2.791 -1.708
*
```

No. 5
ORCA calculation (ωB97M-V with the def2-TZVPD basis set) on a single C6H12N2 molecule.

Values from the calculation:
Energy above the lowest of the compared OMol25 structures with the same formula, charge and spin, kJ/mol: 300.35
Structure (SMILES): C[C@@H]1C[C@@H]2CN2N1C
Kohn-Sham gap, eV: 9.88
HOMO level, Eh: -0.319
E_tot, eV: -9393.737

Structure (ORCA input):
```
! wB97M-V def2-TZVPD RIJCOSX def2/J DEFGRID3
* xyz 0 1
C -2.079 0.439 -0.261
C -0.669 0.448 0.285
C 0.246 1.472 -0.307
C 1.637 0.884 -0.036
C 2.107 -0.216 -0.913
N 1.434 -0.550 0.329
N -0.072 -0.792 -0.039
C -0.396 -1.871 0.881
H -2.609 1.368 -0.235
H -2.659 -0.280 0.296
H -2.068 0.178 -1.323
H -0.635 0.510 1.431
H 0.219 2.382 0.339
H 0.003 1.830 -1.339
H 2.495 1.483 0.405
H 1.540 -0.520 -1.792
H 3.149 -0.289 -0.854
H 0.564 -2.453 1.014
H -1.049 -1.563 1.745
H -1.160 -2.458 0.375
*
```

No. 6
ORCA calculation (ωB97M-V with the def2-TZVPD basis set) on a molecular structure, C26H33MgO4.

Values from the calculation:
Energy above the lowest of the compared OMol25 structures with the same formula, charge and spin, kJ/mol: 25.80
Kohn-Sham gap, eV: 4.55
HOMO level, Eh: -0.090
E_tot, eV: -41131.197

Structure (ORCA input):
```
! wB97M-V def2-TZVPD RIJCOSX def2/J DEFGRID3
* xyz -1 1
O -0.099 -3.586 -1.722
C -0.257 -4.858 -0.891
C 0.392 -5.737 -1.937
H -1.320 -5.067 -0.688
H 0.336 -4.926 0.035
C 0.546 -4.431 -2.720
H -0.301 -6.404 -2.447
H 1.343 -6.203 -1.683
C -0.222 -4.606 -4.017
H -1.291 -4.723 -3.801
H 0.200 -5.488 -4.530
H -0.082 -3.742 -4.667
C 1.984 -4.025 -2.969
H 2.596 -3.828 -2.080
H 2.044 -3.107 -3.565
H 2.491 -4.781 -3.585
Mg -0.780 0.835 -0.445
C 2.064 2.848 1.012
C 1.580 2.451 2.300
C 1.963 1.096 2.511
H 1.065 3.075 3.031
C 2.742 0.694 1.385
C 2.737 1.744 0.433
H 3.204 1.699 -0.546
H 2.001 3.831 0.550
H 1.728 0.478 3.379
H 3.364 -0.187 1.305
C -0.823 3.443 -1.840
C 0.431 2.815 -2.015
C 0.199 1.460 -2.394
H 1.403 3.320 -2.011
C -1.245 1.264 -2.489
C -1.852 2.524 -2.128
H -2.908 2.763 -2.187
H -0.962 4.508 -1.675
H 0.952 0.780 -2.784
H -1.745 0.437 -3.005
O 0.280 -0.905 -0.097
C 1.618 -1.396 -0.574
C 2.174 -2.238 0.547
H 2.185 -0.521 -0.904
H 1.415 -1.999 -1.476
C 0.914 -2.688 1.256
H 2.707 -1.654 1.278
H 2.869 -3.015 0.245
C 0.071 -1.452 1.230
H 1.105 -3.139 2.229
H 0.340 -3.361 0.616
H 0.399 -0.705 1.926
H -1.005 -1.605 1.341
O -0.429 3.927 0.784
C -1.306 3.202 1.290
O -1.545 1.937 1.018
C -2.212 3.844 2.335
C -3.100 3.025 3.023
C -3.943 3.549 3.998
C -3.915 4.928 4.313
C -3.031 5.768 3.607
C -2.194 5.230 2.621
H -3.114 1.982 2.750
H -4.635 2.873 4.509
H -4.581 5.330 5.097
H -3.025 6.830 3.853
H -1.524 5.885 2.067
*
```

No. 7
ORCA calculation (ωB97M-V with the def2-TZVPD basis set) on a gas-phase ion, C10H6BCl4N2O (charge -1).

Values from the calculation:
Kohn-Sham gap, eV: 9.44
HOMO level, Eh: -0.250
E_tot, eV: -66267.162

Structure (ORCA input):
```
! wB97M-V def2-TZVPD RIJCOSX def2/J DEFGRID3
* xyz -1 1
Cl 3.602 1.659 2.515
B 2.789 -0.001 2.479
Cl 3.499 -1.164 1.106
Cl 3.009 -0.914 4.125
O 1.358 0.251 2.154
C 0.458 -0.586 1.465
C -0.946 -0.413 2.003
C -1.774 -1.501 2.244
C -3.112 -1.287 2.566
C -3.593 0.008 2.710
Cl -5.311 0.253 2.802
C -2.745 1.113 2.568
C -1.408 0.896 2.269
H 0.806 -1.678 1.478
H -1.417 -2.521 2.221
H -3.776 -2.129 2.597
H -3.122 2.120 2.580
H -0.688 1.726 2.287
C 0.444 -0.682 -0.137
C -0.002 0.461 -0.932
N -0.227 1.332 -1.655
C -0.251 -1.846 -0.641
N -0.709 -2.824 -1.062
H 1.541 -0.767 -0.282
*
```

No. 8
ORCA calculation (ωB97M-V with the def2-TZVPD basis set) on a molecular structure, C29H81MgO13.

Values from the calculation:
Energy above the lowest of the compared OMol25 structures with the same formula, charge and spin, kJ/mol: 432.45
Kohn-Sham gap, eV: 3.80
HOMO level, Eh: -0.081
E_tot, eV: -63446.005

Structure (ORCA input):
```
! wB97M-V def2-TZVPD RIJCOSX def2/J DEFGRID3
* xyz -1 1
Mg -0.095 2.813 0.361
C 1.209 -0.663 1.433
C 0.189 -0.454 0.318
C -1.114 -1.129 0.731
O -0.001 0.858 -0.088
H 2.232 -0.613 1.044
H 1.199 -1.703 1.773
H 1.104 0.046 2.254
H 0.536 -1.012 -0.572
H -1.097 -2.200 0.938
H -1.942 -0.911 0.047
H -1.439 -0.629 1.656
C 4.500 -2.100 0.246
C 3.272 -2.911 0.712
C 2.097 -2.681 -0.246
O 3.520 -4.195 1.105
H 4.270 -1.030 0.248
H 4.781 -2.405 -0.773
H 5.333 -2.343 0.903
H 3.072 -2.402 1.690
H 2.444 -2.944 -1.250
H 1.866 -1.603 -0.248
H 1.214 -3.162 0.178
C 3.259 3.949 2.076
C 1.881 3.522 2.626
C 1.643 4.045 4.029
O 0.855 3.810 1.734
H 3.229 4.985 1.730
H 3.697 3.287 1.329
H 3.997 3.941 2.888
H 1.925 2.425 2.719
H 1.651 5.139 4.051
H 2.384 3.630 4.716
H 0.671 3.717 4.406
C 4.719 -0.493 2.643
C 4.305 -1.810 3.278
O 5.454 -2.646 3.238
H 4.975 -0.703 1.600
H 5.606 -0.033 3.082
H 3.942 0.272 2.594
H 3.525 -2.216 2.634
H 4.014 -1.584 4.307
H 5.252 -3.551 3.487
C -2.071 -4.172 -0.750
C -3.455 -4.069 -0.190
O -3.418 -4.158 1.233
H -1.282 -3.792 -0.097
H -1.820 -3.663 -1.678
H -1.906 -5.253 -0.822
H -4.164 -4.765 -0.648
H -3.827 -3.053 -0.406
H -4.284 -3.907 1.563
C 2.210 4.796 -2.885
C 2.004 4.397 -1.390
O 1.383 3.158 -1.227
H 2.823 4.044 -3.380
H 2.491 5.845 -2.952
H 1.250 4.749 -3.416
H 1.450 5.197 -0.904
H 3.047 4.482 -1.063
H 1.784 2.510 -1.834
C -0.711 -2.981 -4.563
C 0.230 -2.504 -3.476
O -0.404 -1.720 -2.494
H -1.498 -2.246 -4.732
H -1.206 -3.910 -4.273
H -0.151 -3.176 -5.475
H 1.099 -2.017 -3.932
H 0.646 -3.425 -3.048
H 0.165 -1.523 -1.740
C -3.006 2.834 3.606
C -2.625 3.205 2.170
O -1.846 2.251 1.485
H -3.378 1.805 3.650
H -3.885 3.401 3.925
H -2.224 2.960 4.352
H -2.040 4.126 2.156
H -3.573 3.373 1.646
H -2.439 1.542 1.184
C 3.921 0.293 -1.584
C 3.073 0.231 -2.868
O 1.792 0.773 -2.585
H 4.335 1.296 -1.420
H 4.752 -0.395 -1.756
H 3.360 0.153 -0.661
H 2.976 -0.826 -3.130
H 3.631 0.847 -3.571
H 1.274 0.287 -1.927
C -0.840 -5.713 2.901
C 0.198 -4.863 2.179
O 1.147 -4.270 3.046
H -0.501 -6.715 3.172
H -1.760 -5.763 2.318
H -1.099 -5.280 3.870
H -0.258 -3.997 1.684
H 0.695 -5.374 1.357
H 0.799 -3.614 3.651
C -6.094 1.418 0.663
C -5.110 0.263 0.433
O -3.897 0.900 -0.031
H -6.862 1.044 1.352
H -6.629 1.601 -0.271
H -5.632 2.319 1.045
H -5.384 -0.523 -0.272
H -4.785 -0.213 1.366
H -3.562 0.499 -0.842
C -4.533 0.714 -3.933
C -3.298 -0.175 -3.803
O -2.822 -0.189 -2.497
H -5.382 0.182 -3.496
H -4.723 0.846 -4.999
H -4.437 1.686 -3.451
H -2.526 0.220 -4.485
H -3.538 -1.174 -4.193
H -2.007 -0.718 -2.414
C -1.513 3.145 -2.578
C -2.140 3.874 -1.407
O -1.193 4.287 -0.373
H -2.244 2.803 -3.313
H -0.903 2.308 -2.236
H -0.932 3.838 -3.193
H -2.929 3.303 -0.914
H -2.617 4.783 -1.780
H -1.301 5.232 -0.283
*
```